# C4H13N2S

An isolated ion of composition C4H13N2S and charge +1 in a non-equilibrium geometry (ωB97M-V/def2-TZVPD, the Open Molecules 2025 dataset).

Output
E: -667.6607 Ha
Orbital gap: 8.9 eV
Molecular weight: 121.229 g mol⁻¹
SMILES string: NC[C@@H]([NH3+])CCS
ΔE to the lowest compared entry with this formula, charge and spin: 50.2 kJ/mol

Structure (ORCA input):
```
! wB97M-V def2-TZVPD RIJCOSX def2/J DEFGRID3
* xyz 1 1
N -0.380 -0.275 -2.438
C -1.162 -0.951 -1.430
C -0.247 -1.319 -0.257
N 0.788 -2.233 -0.850
C 0.476 -0.132 0.373
C -0.424 0.703 1.253
S 0.443 2.150 1.940
H -0.347 0.731 -2.396
H -0.516 -0.552 -3.398
H -1.968 -0.336 -1.017
H -1.594 -1.855 -1.859
H -0.800 -1.821 0.526
H 0.405 -3.114 -1.203
H 1.160 -1.691 -1.647
H 1.537 -2.493 -0.207
H 1.290 -0.514 0.996
H 0.987 0.472 -0.376
H -1.386 1.018 0.823
H -0.768 0.167 2.137
H 0.015 3.037 1.042
*
```

# C4H13N2S

A 2-piece molecular cluster, C4H13N2S overall (ωB97M-V/def2-TZVPD, the Open Molecules 2025 dataset).

Output
E: -667.6798 Ha
Orbital gap: 9.3 eV
Molecular weight: 121.229 g mol⁻¹
ΔE to the lowest compared entry with this formula, charge and spin: 0.0 kJ/mol

Structure (ORCA input):
```
! wB97M-V def2-TZVPD RIJCOSX def2/J DEFGRID3
* xyz 1 1
C 0.442 2.377 0.298
C -0.790 1.477 0.227
S -0.834 0.584 -1.359
C -2.361 -0.357 -1.120
H 0.736 2.532 1.340
H 0.246 3.350 -0.139
H 1.287 1.948 -0.240
H -1.708 2.056 0.293
H -0.799 0.747 1.034
H -2.481 -0.630 -0.077
H -3.219 0.219 -1.441
H -2.309 -1.264 -1.714
N 2.085 -0.889 1.015
C 1.663 -2.009 0.482
N 0.703 -2.084 -0.393
H 1.687 0.005 0.762
H 2.815 -0.929 1.708
H 2.147 -2.921 0.805
H 0.482 -2.984 -0.790
H 0.206 -1.227 -0.692
*
```

# C4H13N2S

An isolated ion of composition C4H13N2S and charge +1 in a non-equilibrium geometry (ωB97M-V/def2-TZVPD, the Open Molecules 2025 dataset).

Output
E: -667.5775 Ha
Orbital gap: 9.2 eV
Molecular weight: 121.229 g mol⁻¹
SMILES string: CNC[C@H]([NH3+])CS
ΔE to the lowest compared entry with this formula, charge and spin: 268.7 kJ/mol

Structure (ORCA input):
```
! wB97M-V def2-TZVPD RIJCOSX def2/J DEFGRID3
* xyz 1 1
C -2.642 1.497 0.435
N -1.437 0.804 0.872
C -0.655 0.270 -0.219
C 0.759 0.018 0.012
N 1.429 0.080 -1.428
C 1.203 -1.240 0.855
S 2.849 -1.516 0.975
H -3.577 1.092 0.901
H -2.442 2.621 0.567
H -2.743 1.256 -0.579
H -1.560 -0.020 1.484
H -0.975 -0.742 -0.651
H -0.861 0.935 -1.135
H 1.364 0.780 0.555
H 0.884 0.509 -2.129
H 2.402 0.516 -1.309
H 1.580 -0.819 -1.908
H 0.681 -2.041 0.349
H 0.937 -1.210 1.880
H 2.807 -2.791 0.473
*
```

# C4H13N2S

A 2-piece molecular cluster, C4H13N2S overall in a non-equilibrium geometry (ωB97M-V/def2-TZVPD, the Open Molecules 2025 dataset).

Output
E: -667.5094 Ha
Orbital gap: 8.5 eV
Molecular weight: 121.229 g mol⁻¹
ΔE to the lowest compared entry with this formula, charge and spin: 447.5 kJ/mol

Structure (ORCA input):
```
! wB97M-V def2-TZVPD RIJCOSX def2/J DEFGRID3
* xyz 1 1
C -0.162 -2.174 0.730
C -2.815 -0.241 -0.599
C 0.575 -0.839 0.383
C 1.211 1.921 0.527
N -0.152 0.229 -0.227
N 2.450 1.583 0.297
S -1.599 0.748 0.341
H -0.932 -1.801 1.457
H -0.624 -2.639 -0.095
H 0.503 -2.867 1.112
H -2.843 -1.275 -0.131
H -2.540 -0.365 -1.604
H -3.875 0.235 -0.446
H 0.975 -0.399 1.326
H 1.401 -0.979 -0.326
H 0.614 2.260 -0.243
H 0.779 1.699 1.551
H -1.619 1.584 -0.780
H 2.961 1.233 1.120
H 2.912 1.617 -0.693
*
```